16
Properties=species:S:1:pos:R:3:forces:R:3:mulliken_charge:R:1 method="wB97M-V/def2-TZVPD" e_above_lowest_kj_mol=220.2 lumo_energy_ev=0.8 smiles="O=CCNCO.O" homo_lumo_gap_ev=9.695 fmax_ev_per_a=1.33 total_energy_ha=-400.13761
O -1.0881 -0.4013 -2.5255 -0.076 0.086 -0.016 -0.48
C -0.8421 0.5037 -1.7776 0.342 0.073 0.398 -0.02
C 0.4281 0.5863 -0.9495 -0.315 -1.290 0.090 -0.43
N 0.5011 -0.5280 0.0002 0.100 -0.415 -0.113 -0.24
C 1.2096 -0.2289 1.1763 0.136 0.198 0.904 -0.50
O 2.4206 0.4947 0.9005 0.268 -0.221 0.020 -0.52
H -1.5016 1.3761 -1.6393 -0.426 -0.013 -0.249 0.33
H 1.2556 0.5218 -1.6498 0.323 0.504 -0.095 0.27
H 0.4433 1.4840 -0.3503 0.127 0.458 -0.173 0.38
H 0.9182 -1.3771 -0.3532 -0.255 0.188 -0.784 0.22
H 1.4261 -1.1833 1.6698 0.053 0.155 0.070 0.39
H 0.6050 0.3776 1.8553 -0.106 0.111 -0.016 0.31
H 3.0574 0.3280 1.6032 -0.078 0.054 -0.042 0.28
O -2.5909 -0.5190 0.6580 0.084 0.292 0.025 -0.58
H -2.8451 -1.4230 0.8683 -0.132 0.133 -0.097 0.29
H -3.3973 -0.0117 0.5137 -0.044 -0.314 0.076 0.30